Record 1
A molecular structure, C27H46GeKNO7S4. Source: the OMol25 dataset; level of theory: wB97M-V/def2-TZVPD.

Largest force on an atom (eV/A): 0.615
Spin multiplicity: 2
Orbital gap (alpha / beta) (eV): 6.792 / 3.991
Net charge: -1
ΔE to the lowest compared entry with this formula, charge and spin (kcal/mol): 12.9

Element x y z (Å)
K (0.218, -0.222, 0.715)
C (0.606, 2.644, -3.234)
C (-0.473, 3.635, -2.807)
S (-0.366, 4.207, -1.093)
C (1.144, 5.218, -1.172)
C (2.010, 5.062, 0.075)
S (2.704, 3.414, 0.336)
C (3.811, 3.345, -1.091)
C (4.684, 2.105, -1.035)
S (3.815, 0.514, -1.077)
C (3.226, 0.490, -2.798)
C (1.756, 0.090, -2.914)
S (0.598, 1.216, -2.124)
H (1.584, 3.129, -3.242)
H (0.391, 2.313, -4.254)
H (-1.450, 3.154, -2.879)
H (-0.472, 4.483, -3.496)
H (0.874, 6.271, -1.284)
H (1.700, 4.933, -2.067)
H (1.410, 5.213, 0.973)
H (2.808, 5.809, 0.055)
H (4.456, 4.229, -1.101)
H (3.242, 3.340, -2.025)
H (5.253, 2.085, -0.104)
H (5.401, 2.127, -1.859)
H (3.837, -0.213, -3.370)
H (3.384, 1.483, -3.223)
H (1.574, -0.860, -2.399)
H (1.494, -0.052, -3.966)
C (-2.618, -1.951, 2.414)
C (-1.227, -2.476, 2.790)
C (-0.616, -1.574, 3.863)
C (-1.347, -3.902, 3.339)
O (-0.363, -2.450, 1.677)
Ge (-0.648, -3.344, 0.038)
O (1.055, -2.700, -0.577)
C (2.255, -3.388, -0.295)
C (3.188, -3.210, -1.498)
C (2.043, -4.891, -0.075)
C (2.902, -2.784, 0.956)
O (-1.427, -1.789, -0.717)
C (-2.283, -1.830, -1.834)
C (-3.021, -0.493, -1.887)
C (-1.460, -2.018, -3.113)
C (-3.322, -2.953, -1.724)
H (-3.274, -1.905, 3.287)
H (-3.077, -2.600, 1.665)
H (-2.538, -0.948, 1.988)
H (-1.251, -1.571, 4.754)
H (-0.492, -0.539, 3.531)
H (0.370, -1.949, 4.147)
H (-1.979, -3.934, 4.230)
H (-0.356, -4.279, 3.600)
H (-1.778, -4.559, 2.580)
H (2.703, -3.589, -2.400)
H (4.132, -3.742, -1.353)
H (3.419, -2.153, -1.635)
H (1.518, -5.336, -0.923)
H (1.455, -5.079, 0.827)
H (3.010, -5.388, 0.039)
H (3.103, -1.724, 0.790)
H (3.849, -3.277, 1.197)
H (2.217, -2.882, 1.799)
H (-2.300, 0.327, -1.868)
H (-3.670, -0.415, -1.013)
H (-3.635, -0.409, -2.788)
H (-0.767, -1.182, -3.224)
H (-2.101, -2.064, -3.998)
H (-0.880, -2.941, -3.047)
H (-3.855, -2.872, -0.773)
H (-2.851, -3.935, -1.770)
H (-4.050, -2.877, -2.536)
O (-4.774, 1.474, 4.907)
C (-4.367, 2.655, 4.621)
O (-4.505, 3.726, 5.140)
C (-3.534, 2.320, 3.372)
C (-4.102, 1.873, 2.188)
C (-3.259, 1.701, 1.101)
N (-1.943, 1.890, 1.154)
C (-1.410, 2.338, 2.293)
C (-2.166, 2.548, 3.442)
C (0.095, 2.600, 2.361)
O (0.422, 3.795, 2.435)
O (0.794, 1.566, 2.381)
H (-5.158, 1.653, 2.114)
H (-3.656, 1.366, 0.151)
H (-1.691, 2.916, 4.341)

Record 2
6 unconnected molecules or ions with the total composition C27H46NO7. Source: the OMol25 dataset; level of theory: wB97M-V/def2-TZVPD.

Largest force on an atom (eV/A): 0.707
Orbital gap (eV): 4.773
Net charge: -1

Element x y z (Å)
N (-0.633, -3.085, 0.191)
O (0.721, -3.204, -0.540)
C (1.512, -2.156, -0.362)
O (2.589, -2.218, 0.205)
C (1.066, -0.866, -1.028)
C (1.811, 0.298, -0.863)
C (1.400, 1.475, -1.477)
C (0.246, 1.497, -2.253)
C (-0.493, 0.333, -2.426)
C (-0.084, -0.845, -1.816)
H (-0.669, -2.078, 0.401)
H (2.708, 0.276, -0.256)
H (1.970, 2.389, -1.334)
H (-0.091, 2.413, -2.725)
H (-1.403, 0.343, -3.013)
H (-0.665, -1.753, -1.910)
C (-4.285, -0.514, 1.121)
C (-3.945, -1.979, 0.864)
C (-3.563, -1.962, -0.609)
O (-3.003, -0.669, -0.853)
C (-3.247, 0.190, 0.255)
H (-4.225, -0.232, 2.168)
H (-5.295, -0.289, 0.762)
H (-3.082, -2.276, 1.465)
H (-4.765, -2.666, 1.077)
H (-4.445, -2.093, -1.254)
H (-2.809, -2.713, -0.852)
H (-2.308, 0.326, 0.806)
H (-3.574, 1.166, -0.114)
C (6.678, 1.579, 0.473)
C (6.159, 2.963, 0.861)
C (4.680, 2.674, 1.089)
O (4.603, 1.334, 1.564)
C (5.853, 0.675, 1.381)
H (7.751, 1.454, 0.617)
H (6.447, 1.372, -0.574)
H (6.630, 3.298, 1.788)
H (6.326, 3.724, 0.099)
H (4.116, 2.749, 0.152)
H (4.220, 3.338, 1.823)
H (6.335, 0.550, 2.358)
H (5.668, -0.312, 0.957)
C (4.470, -5.369, -3.138)
C (3.202, -5.004, -2.368)
C (2.907, -3.615, -2.906)
O (3.388, -3.599, -4.265)
C (4.190, -4.749, -4.502)
H (4.659, -6.442, -3.194)
H (5.339, -4.892, -2.678)
H (2.392, -5.689, -2.625)
H (3.318, -5.006, -1.287)
H (3.439, -2.851, -2.332)
H (1.845, -3.378, -2.893)
H (3.637, -5.448, -5.143)
H (5.098, -4.447, -5.029)
C (-6.265, -1.440, 6.111)
C (-5.913, -2.901, 5.841)
C (-5.522, -2.855, 4.369)
O (-4.963, -1.561, 4.147)
C (-5.225, -0.716, 5.264)
H (-6.217, -1.162, 7.164)
H (-7.271, -1.221, 5.745)
H (-5.057, -3.200, 6.450)
H (-6.730, -3.594, 6.037)
H (-6.397, -2.979, 3.722)
H (-4.783, -3.608, 4.096)
H (-4.295, -0.566, 5.823)
H (-5.568, 0.253, 4.900)
C (0.228, 6.423, -1.764)
C (-0.966, 7.331, -2.052)
C (-1.948, 6.348, -2.679)
O (-1.691, 5.084, -2.076)
C (-0.462, 5.130, -1.346)
H (0.898, 6.807, -0.996)
H (0.808, 6.264, -2.676)
H (-1.370, 7.728, -1.118)
H (-0.733, 8.170, -2.707)
H (-1.788, 6.267, -3.761)
H (-2.991, 6.617, -2.505)
H (-0.687, 5.129, -0.274)
H (0.121, 4.241, -1.574)

Record 3
A molecular structure, C27H47AsFIrNO5P3STe at a distorted geometry. Source: the OMol25 dataset; level of theory: wB97M-V/def2-TZVPD.

Largest force on an atom (eV/A): 3.705
Spin multiplicity: 2
Orbital gap (alpha / beta) (eV): 7.659 / 6.979
Net charge: +1
ΔE to the lowest compared entry with this formula, charge and spin (kcal/mol): 6.6

Element x y z (Å)
Ir (-0.093, -0.237, 0.831)
C (2.011, -0.412, 3.827)
P (1.867, -0.177, 2.020)
C (3.295, -1.151, 1.488)
C (2.413, 1.556, 1.811)
C (3.726, 1.973, 1.644)
C (3.998, 3.298, 1.326)
C (2.957, 4.205, 1.175)
C (1.643, 3.788, 1.344)
C (1.369, 2.464, 1.664)
P (-0.319, 1.762, 1.774)
C (-0.660, 1.862, 3.561)
C (-1.396, 3.091, 1.194)
H (2.956, 0.019, 4.156)
H (2.009, -1.482, 4.052)
H (1.207, 0.041, 4.388)
H (4.126, -0.972, 2.169)
H (3.566, -0.908, 0.465)
H (3.018, -2.203, 1.523)
H (4.547, 1.273, 1.735)
H (5.021, 3.618, 1.177)
H (3.166, 5.232, 0.909)
H (0.838, 4.498, 1.201)
H (-0.333, 2.835, 3.925)
H (-0.165, 1.085, 4.122)
H (-1.734, 1.758, 3.727)
H (-1.311, 3.943, 1.871)
H (-2.423, 2.723, 1.200)
H (-1.153, 3.369, 0.177)
F (-3.066, -6.146, 1.163)
C (-2.621, -4.936, 1.556)
C (-3.458, -3.843, 1.458)
C (-2.966, -2.601, 1.819)
C (-1.657, -2.439, 2.270)
C (-1.109, -1.103, 2.593)
C (-0.865, -3.574, 2.401)
C (-1.334, -4.830, 2.040)
H (-4.466, -3.969, 1.087)
H (-3.604, -1.730, 1.735)
H (-0.242, -1.091, 3.231)
H (-1.825, -0.302, 2.707)
H (0.141, -3.460, 2.792)
H (-0.735, -5.726, 2.143)
N (-2.167, -1.649, -1.241)
C (-1.544, -1.231, -0.355)
C (3.091, 1.125, -2.745)
S (2.224, -0.134, -1.818)
C (0.925, -0.440, -3.004)
O (1.567, 0.659, -0.698)
H (2.380, 1.800, -3.216)
H (3.719, 0.638, -3.491)
H (3.709, 1.671, -2.033)
H (1.362, -0.641, -3.982)
H (0.289, 0.445, -3.031)
H (0.343, -1.291, -2.653)
C (-0.408, -4.307, -1.483)
As (1.230, -3.685, -0.718)
C (2.552, -3.794, -2.105)
C (1.865, -4.935, 0.597)
O (1.174, -2.129, -0.119)
H (-0.360, -5.386, -1.625)
H (-0.549, -3.811, -2.442)
H (-1.233, -4.038, -0.829)
H (2.686, -4.837, -2.393)
H (3.492, -3.397, -1.727)
H (2.235, -3.218, -2.972)
H (1.529, -5.940, 0.343)
H (1.493, -4.661, 1.578)
H (2.954, -4.912, 0.596)
C (-5.824, 3.142, -1.983)
C (-4.541, 2.882, -2.731)
O (-3.515, 2.534, -1.780)
P (-2.256, 1.631, -2.170)
O (-1.443, 1.487, -0.942)
Te (-2.982, -0.320, -3.396)
O (-1.521, 2.457, -3.331)
C (-1.088, 3.806, -3.025)
C (0.372, 3.823, -2.632)
H (-6.612, 3.402, -2.690)
H (-5.701, 3.966, -1.280)
H (-6.128, 2.254, -1.429)
H (-4.218, 3.767, -3.282)
H (-4.671, 2.067, -3.448)
H (-1.713, 4.215, -2.228)
H (-1.263, 4.388, -3.928)
H (0.553, 3.144, -1.795)
H (0.667, 4.834, -2.346)
H (0.991, 3.514, -3.475)